(1)
2 unconnected molecules or ions with the total composition C3H9N2S at a distorted geometry. Source: OMol25; level of theory: ωB97M-V/def2-TZVPD.

```
15
Properties=species:S:1:pos:R:3
S -1.085 -0.732 -2.314
N 0.823 2.221 -0.568
N -0.351 0.715 -1.898
C 0.535 -1.764 1.838
C 0.143 1.082 -0.688
C -0.574 -1.415 1.236
H 1.287 2.702 -1.273
H 1.007 -1.028 2.485
H -1.277 -0.959 -0.980
H 0.950 -2.757 2.070
H 1.218 2.613 0.264
H -1.089 -2.137 0.737
H -0.508 1.408 -2.592
H -0.102 0.465 0.122
H -0.978 -0.416 1.561
```

Values from the calculation:
**2S+1**: 1
**Orbital gap**: 9.209 eV
**Energy**: -17063.2871 eV
**Energy relative to the best compared isomer or geometry (same formula, charge and spin)**: 277.83 kJ/mol
**Charge**: +1



(2)
A single C3H8N2OS2 molecule at a distorted geometry. Source: OMol25; level of theory: ωB97M-V/def2-TZVPD.

```
16
Properties=species:S:1:pos:R:3
S 0.885 0.189 2.324
S 2.864 0.417 2.836
O -1.303 -2.008 -0.939
N -0.945 -0.312 -2.369
N -0.817 1.462 -0.360
C 0.757 -0.273 0.588
C -0.696 0.072 0.088
C -0.966 -0.857 -1.124
H -0.021 2.046 -0.144
H 1.591 0.016 -0.019
H -1.501 -0.794 -3.049
H 0.692 -1.366 0.668
H 3.172 -0.894 3.023
H -1.299 -0.257 0.929
H -0.764 0.670 -2.475
H -1.649 1.888 0.024
```

Values from the calculation:
**2S+1**: 1
**Orbital gap**: 9.665 eV
**Energy**: -29939.2785 eV
**Energy relative to the best compared isomer or geometry (same formula, charge and spin)**: 18.75 kJ/mol
**SMILES**: NC(=O)[C@H](N)CSS



(3)
A single C22H26N2O6 molecule at a distorted geometry. Source: OMol25; level of theory: ωB97M-V/def2-TZVPD.

```
56
Properties=species:S:1:pos:R:3
O 7.023 1.226 0.024
O -3.262 -3.512 0.591
O 1.622 -1.566 -1.474
O -0.916 -0.095 1.724
O -1.422 5.454 -0.536
O -3.701 5.170 -0.376
N 0.721 0.762 0.436
N 0.175 -2.215 0.144
C -3.625 2.825 0.408
C 4.792 1.718 0.514
C -4.251 -4.272 -0.072
C -1.692 4.182 -0.112
C 5.348 -0.552 -0.023
C -1.898 -2.475 -1.168
C 5.748 0.767 0.158
C -1.362 1.956 0.613
C -0.516 0.788 0.978
C -2.739 1.802 0.725
C -3.077 4.013 -0.013
C 8.029 0.313 -0.342
C 3.061 0.045 0.467
C -0.812 3.175 0.190
C 3.470 1.359 0.667
C 4.018 -0.902 0.135
C -2.903 -2.293 -0.023
C -2.674 6.084 -0.701
C -5.669 -3.752 0.160
C -0.593 -3.116 -0.685
C 1.163 -1.454 -0.357
C 1.621 -0.361 0.640
H 2.753 2.111 0.963
H -5.810 -2.776 -0.298
H 0.034 -3.378 -1.540
H 5.113 2.736 0.668
H -1.685 -1.499 -1.609
H -0.254 -1.929 1.016
H -2.789 6.411 -1.746
H -2.332 -3.109 -1.943
H -0.826 -4.013 -0.106
H 8.947 0.896 -0.401
H -4.691 2.700 0.492
H 6.059 -1.318 -0.288
H 1.452 -0.722 1.663
H 8.149 -0.476 0.407
H 0.949 1.374 -0.331
H -3.789 -1.764 -0.397
H -2.738 6.960 -0.037
H 0.250 3.347 0.130
H 7.826 -0.140 -1.318
H -6.386 -4.443 -0.275
H -4.045 -4.329 -1.149
H 3.726 -1.930 -0.012
H -5.859 -3.666 1.226
H -2.457 -1.692 0.774
H -4.158 -5.277 0.349
H -3.115 0.853 1.073
```

Values from the calculation:
**2S+1**: 1
**Orbital gap**: 9.051 eV
**Energy**: -38501.0945 eV
**Energy relative to the best compared isomer or geometry (same formula, charge and spin)**: 101.21 kJ/mol
**SMILES**: CCOCCCNC(=O)[C@H](NC(=O)c1ccc2c(c1)OCO2)c1ccc(OC)cc1